Entry 1:
The following is a quantum chemistry calculation of a 2-piece molecular cluster, C3H11N3O2 overall at a distorted geometry, from the OMol25 dataset.

**Relative energy (zero: lowest compared OMol25 entry of this formula, charge and spin)**: 14.2 kcal per mole
**Maximum force**: 2.18 eV/Å
**Net charge**: +1
**E_tot**: -11845.76115 eV
**Multiplicity**: 2

Atoms and positions in Å:
O -0.078 -1.330 -0.652
C 0.346 -0.217 -0.848
N -0.288 0.693 -1.600
C -1.605 0.486 -2.182
N -2.584 -0.096 -1.280
C 1.812 0.131 -0.358
N 2.401 -0.808 0.522
H 0.046 1.644 -1.544
H -1.906 1.513 -2.404
H -1.503 -0.254 -2.975
H -2.823 0.492 -0.489
H -2.430 -1.065 -1.022
H 1.779 1.126 0.136
H 2.471 0.361 -1.197
H 2.294 -1.761 0.204
H 1.965 -0.753 1.438
H 0.199 -0.859 4.747
H -0.427 0.620 4.667
O 0.329 0.077 4.837

***

Entry 2:
The following is a quantum chemistry calculation of one molecule with the formula C3H11N3S at a distorted geometry, from the OMol25 dataset.

**Relative energy (zero: lowest compared OMol25 entry of this formula, charge and spin)**: 46.2 kcal per mole
**Maximum force**: 2.67 eV/Å
**Net charge**: 0
**E_tot**: -18593.31540 eV

Atoms and positions in Å:
C 1.196 0.688 -1.461
C 0.733 -0.375 0.861
C 0.226 0.482 -0.310
N -1.172 -1.769 -0.895
N 0.833 0.360 2.152
N -2.288 0.464 0.101
S -1.288 -0.250 -1.171
H 0.745 1.365 -2.186
H 2.142 1.115 -1.140
H 1.382 -0.264 -1.958
H 0.029 -1.202 0.998
H 1.618 1.007 2.090
H 1.689 -0.831 0.559
H -0.129 1.440 0.069
H -1.600 -2.304 -1.636
H 1.079 -0.318 2.871
H -3.260 0.190 0.040
H -1.933 0.201 1.015

***

Entry 3:
The following is a quantum chemistry calculation of a 2-piece molecular cluster, C3H11N3S overall at a distorted geometry, from the OMol25 dataset.

**Relative energy (zero: lowest compared OMol25 entry of this formula, charge and spin)**: 51.7 kcal per mole
**Maximum force**: 2.94 eV/Å
**Net charge**: +2
**E_tot**: -18574.84260 eV

Atoms and positions in Å:
C 2.849 0.793 -0.165
C -0.431 0.894 0.076
C -3.841 -1.101 0.029
N 0.802 0.168 0.132
N 3.538 -0.318 -0.158
N -1.645 0.066 0.280
S -3.054 0.552 -0.143
H 2.572 1.073 -1.099
H 2.853 1.473 0.630
H -0.387 1.607 0.928
H -0.582 1.244 -0.920
H -3.039 -1.926 -0.247
H -4.635 -1.089 -0.742
H -4.304 -1.020 1.026
H 0.785 -0.634 -0.426
H 3.834 -0.809 0.674
H 3.602 -0.901 -0.983
H 1.085 -0.070 1.111

***

Entry 4:
The following is a quantum chemistry calculation of a 2-piece molecular cluster, C3H11N4O overall at a distorted geometry, from the OMol25 dataset.

**Relative energy (zero: lowest compared OMol25 entry of this formula, charge and spin)**: 0.0 kcal per mole
**Maximum force**: 2.25 eV/Å
**Net charge**: +2
**E_tot**: -11279.84350 eV
**Multiplicity**: 2

Atoms and positions in Å:
C 1.664 -0.488 -1.357
C 0.457 -0.508 -2.059
N -0.733 -0.966 -1.408
N 2.772 -0.030 -1.867
H 1.744 -0.995 -0.401
H 0.287 -0.036 -3.018
H -1.533 -0.795 -2.028
H -0.721 -1.980 -1.215
H -0.979 -0.392 -0.433
H 2.694 0.607 -2.662
H 3.453 0.322 -1.192
N -1.351 1.821 2.193
C -1.258 0.552 1.779
N -1.042 -0.407 2.705
O -1.540 0.253 0.583
H -0.882 2.114 3.037
H -1.505 2.528 1.492
H -1.072 -1.344 2.341
H -0.453 -0.257 3.509

***

Entry 5:
The following is a quantum chemistry calculation of a 2-piece molecular cluster, C3H11N5 overall at a distorted geometry, from the OMol25 dataset.

**Relative energy (zero: lowest compared OMol25 entry of this formula, charge and spin)**: 71.0 kcal per mole
**Maximum force**: 2.49 eV/Å
**SMILES**: [H]/N=C(/C)N(C)N.[H]/N=N/[H]
**Net charge**: 0
**E_tot**: -10736.86368 eV

Atoms and positions in Å:
H 0.472 1.003 1.909
N 1.270 0.615 1.404
C 0.960 0.371 0.162
C 2.099 -0.146 -0.703
N -0.238 0.791 -0.451
C -1.326 1.407 0.299
N -0.551 0.303 -1.743
H 3.064 0.044 -0.223
H 1.981 -1.226 -0.829
H 2.118 0.336 -1.682
H -0.957 2.259 0.878
H -1.778 0.688 0.991
H -2.108 1.768 -0.376
H -0.455 -0.715 -1.767
H 0.105 0.677 -2.430
H -2.470 -2.581 0.992
N -1.732 -1.977 1.391
N -0.590 -2.207 0.980
H 0.136 -1.413 1.198

***

Entry 6:
The following is a quantum chemistry calculation of an isolated ion of composition C3H11N6 and charge +1 at a distorted geometry, from the OMol25 dataset.

**Relative energy (zero: lowest compared OMol25 entry of this formula, charge and spin)**: 27.3 kcal per mole
**Maximum force**: 4.11 eV/Å
**SMILES**: NN/N=C(/N)CC(N)=[NH2+]
**Net charge**: +1
**E_tot**: -12221.61131 eV

Atoms and positions in Å:
N -2.123 1.323 0.157
N -2.141 0.085 -0.641
N -1.375 -0.961 -0.417
C -0.238 -1.211 0.088
N 0.270 -2.456 -0.154
C 0.496 -0.105 0.962
C 1.323 0.583 -0.027
N 2.422 -0.029 -0.449
N 1.061 1.793 -0.379
H -2.642 2.064 -0.303
H -2.436 1.248 1.061
H -3.035 -0.231 -0.801
H 0.490 -3.048 0.735
H -0.473 -3.024 -0.570
H -0.295 0.607 1.329
H 1.006 -0.483 1.880
H 3.147 0.492 -0.988
H 2.724 -0.976 -0.274
H 0.133 2.205 -0.022
H 1.687 2.123 -1.187

***

Entry 7:
The following is a quantum chemistry calculation of a 2-piece molecular cluster, C3H11NO overall at a distorted geometry, from the OMol25 dataset.

**Relative energy (zero: lowest compared OMol25 entry of this formula, charge and spin)**: 44.1 kcal per mole
**Maximum force**: 4.14 eV/Å
**SMILES**: CCNC.O
**Net charge**: 0
**E_tot**: -6825.33390 eV

Atoms and positions in Å:
C 1.987 -0.657 -1.508
C 0.672 -0.052 -0.846
N 1.176 0.863 0.183
C 0.433 2.063 0.640
H 1.751 -1.237 -2.437
H 2.566 0.218 -1.732
H 2.364 -1.654 -1.044
H 0.144 0.296 -1.744
H -0.026 -0.730 -0.345
H 1.335 0.315 1.006
H -0.160 2.549 -0.145
H 1.109 2.681 1.210
H -0.330 1.737 1.387
O -3.465 -1.905 1.278
H -3.554 -1.034 1.670
H -4.259 -2.257 0.836

***

Entry 8:
The following is a quantum chemistry calculation of a 2-piece molecular cluster, C3H11NO overall at a distorted geometry, from the OMol25 dataset.

**Relative energy (zero: lowest compared OMol25 entry of this formula, charge and spin)**: 28.6 kcal per mole
**Maximum force**: 2.54 eV/Å
**SMILES**: CCN.CO
**Net charge**: 0
**E_tot**: -6826.00666 eV

Atoms and positions in Å:
C -0.836 -1.873 -0.877
C -0.805 -1.018 0.437
N -2.055 -0.238 0.673
H 0.179 -2.270 -0.950
H -0.941 -1.196 -1.734
H -1.614 -2.634 -0.912
H 0.034 -0.328 0.506
H -0.762 -1.759 1.249
H -2.796 -0.848 1.004
H -1.859 0.379 1.453
C 1.843 2.328 -0.152
O 2.026 0.967 0.283
H 1.559 2.383 -1.186
H 2.637 2.987 0.192
H 0.993 2.621 0.482
H 2.398 0.501 -0.468

***

Entry 9:
The following is a quantum chemistry calculation of a 2-piece molecular cluster, C3H11NO overall at a distorted geometry, from the OMol25 dataset.

**Relative energy (zero: lowest compared OMol25 entry of this formula, charge and spin)**: 34.6 kcal per mole
**Maximum force**: 2.44 eV/Å
**SMILES**: CCNC.O
**Net charge**: 0
**E_tot**: -6825.74358 eV

Atoms and positions in Å:
C 2.358 -2.960 0.073
C 1.652 -1.696 0.612
N 0.591 -1.298 -0.342
C 0.000 0.000 0.000
H 2.975 -2.656 -0.789
H 1.671 -3.760 -0.251
H 3.021 -3.362 0.856
H 2.386 -0.884 0.777
H 1.371 -2.102 1.603
H -0.195 -1.960 -0.377
H 0.711 0.747 0.392
H -0.561 -0.431 0.846
H -0.712 0.510 -0.670
O 6.452 -1.595 1.433
H 5.842 -2.361 1.536
H 7.015 -1.617 2.240

***

Entry 10:
The following is a quantum chemistry calculation of a 3-piece molecular cluster, C3H11NO2 overall at a distorted geometry, from the OMol25 dataset.

**Relative energy (zero: lowest compared OMol25 entry of this formula, charge and spin)**: 36.7 kcal per mole
**Maximum force**: 2.02 eV/Å
**SMILES**: C=CCN.O.O
**Net charge**: 0
**E_tot**: -8872.89698 eV

Atoms and positions in Å:
C -1.565 0.906 1.240
C -0.823 -0.206 1.117
C 0.418 -0.394 0.279
N 0.174 -0.910 -1.064
H -2.658 0.909 1.322
H -1.141 1.798 0.798
H -1.327 -1.053 1.598
H 1.154 -1.046 0.778
H 0.933 0.548 0.322
H -0.543 -0.312 -1.474
H -0.232 -1.835 -1.006
O -1.828 2.251 -1.621
H -1.027 1.974 -1.182
H -1.771 3.184 -1.790
O 3.341 -2.000 -0.137
H 4.139 -2.248 0.332
H 2.757 -1.566 0.488

***

Please write out number 7 again, unchanged.
The following is a quantum chemistry calculation of a 2-piece molecular cluster, C3H11NO overall at a distorted geometry, from the OMol25 dataset.

**Relative energy (zero: lowest compared OMol25 entry of this formula, charge and spin)**: 44.1 kcal per mole
**Maximum force**: 4.14 eV/Å
**SMILES**: CCNC.O
**Net charge**: 0
**E_tot**: -6825.33390 eV

Atoms and positions in Å:
C 1.987 -0.657 -1.508
C 0.672 -0.052 -0.846
N 1.176 0.863 0.183
C 0.433 2.063 0.640
H 1.751 -1.237 -2.437
H 2.566 0.218 -1.732
H 2.364 -1.654 -1.044
H 0.144 0.296 -1.744
H -0.026 -0.730 -0.345
H 1.335 0.315 1.006
H -0.160 2.549 -0.145
H 1.109 2.681 1.210
H -0.330 1.737 1.387
O -3.465 -1.905 1.278
H -3.554 -1.034 1.670
H -4.259 -2.257 0.836

***

What did the ninth record say?
The following is a quantum chemistry calculation of a 2-piece molecular cluster, C3H11NO overall at a distorted geometry, from the OMol25 dataset.

**Relative energy (zero: lowest compared OMol25 entry of this formula, charge and spin)**: 34.6 kcal per mole
**Maximum force**: 2.44 eV/Å
**SMILES**: CCNC.O
**Net charge**: 0
**E_tot**: -6825.74358 eV

Atoms and positions in Å:
C 2.358 -2.960 0.073
C 1.652 -1.696 0.612
N 0.591 -1.298 -0.342
C 0.000 0.000 0.000
H 2.975 -2.656 -0.789
H 1.671 -3.760 -0.251
H 3.021 -3.362 0.856
H 2.386 -0.884 0.777
H 1.371 -2.102 1.603
H -0.195 -1.960 -0.377
H 0.711 0.747 0.392
H -0.561 -0.431 0.846
H -0.712 0.510 -0.670
O 6.452 -1.595 1.433
H 5.842 -2.361 1.536
H 7.015 -1.617 2.240